Entry a
This record from OMol25 describes a cluster of 3 separate species, C7H15NO in total. The level of theory is ωB97M-V/def2-TZVPD.

```
! wB97M-V def2-TZVPD RIJCOSX def2/J DEFGRID3
* xyz 0 1
C 0.374 -0.026 -0.377
C -0.500 -0.376 0.679
C 1.634 0.873 1.012
C 0.042 1.097 -1.327
C 1.167 -1.137 -1.020
C -1.364 0.603 1.425
C -1.861 -1.409 -0.498
O 2.882 0.250 0.982
N -2.795 -1.009 -1.232
H 2.858 -0.520 1.561
H -0.148 -1.205 1.290
H -2.771 -0.002 -1.419
H 1.755 1.871 0.597
H 1.325 1.041 2.047
H -1.863 -2.493 -0.295
H 2.104 -0.733 -1.407
H -0.526 0.732 -2.182
H 0.972 1.514 -1.719
H -0.515 1.903 -0.857
H 0.621 -1.586 -1.850
H 1.404 -1.924 -0.304
H -0.851 0.986 2.309
H -1.674 1.446 0.811
H -2.270 0.106 1.775
*
```

Summary:
Gap between HOMO and LUMO = 7.892 eV



Entry b
This record from OMol25 describes a structure of composition C7H15NO. The level of theory is ωB97M-V/def2-TZVPD.

```
! wB97M-V def2-TZVPD RIJCOSX def2/J DEFGRID3
* xyz 0 1
C 2.066 -0.088 -0.520
N 2.587 -1.290 0.019
C 0.702 0.929 0.379
O 0.691 2.075 -0.089
H 2.837 -1.235 0.997
H 2.032 -2.116 -0.155
H 1.129 0.639 1.347
H 2.748 0.745 -0.364
H 1.867 -0.165 -1.585
C -0.887 -0.824 1.726
C -1.970 1.129 0.513
C -0.697 0.137 -2.022
C -0.859 0.097 0.520
C -0.438 -0.489 -0.702
H -0.045 -1.497 -0.678
H -0.818 -0.249 2.651
H -1.821 -1.394 1.758
H -0.061 -1.538 1.707
H -2.052 1.596 1.495
H -1.768 1.919 -0.207
H -2.928 0.662 0.271
H -1.772 0.200 -2.214
H -0.226 -0.412 -2.837
H -0.318 1.168 -2.007
*
```

Summary:
Gap between HOMO and LUMO = 7.514 eV



Order from most stable to least stable according to the calculation: entry b, entry a



Entry a
This record from OMol25 describes a structure of composition C5H7NO3S. The level of theory is ωB97M-V/def2-TZVPD.

```
! wB97M-V def2-TZVPD RIJCOSX def2/J DEFGRID3
* xyz 0 1
C -2.023 -0.230 -0.115
C -0.691 -1.870 0.636
C -0.856 0.411 -0.553
C 0.204 -0.381 -0.198
C -0.878 1.737 -1.247
N 2.130 -0.396 1.709
O 2.698 -0.900 -0.732
O 1.981 1.338 -0.167
O -1.936 -1.474 0.441
S 1.840 -0.032 0.095
H -3.055 0.185 -0.364
H -0.352 -2.883 0.893
H -1.659 2.477 -0.901
H 0.031 2.175 -1.207
H -1.335 1.600 -2.333
H 2.553 -1.261 1.728
H 1.345 -0.496 2.314
*
```

Summary:
Gap between HOMO and LUMO (spin up / spin down) = 8.018 / 8.019 eV



Entry b
This record from OMol25 describes the molecule C5H7NO3S. The level of theory is ωB97M-V/def2-TZVPD.

```
! wB97M-V def2-TZVPD RIJCOSX def2/J DEFGRID3
* xyz 0 1
C -1.066 -0.781 1.167
C 1.105 0.474 1.070
C 2.035 -1.378 -0.018
C 1.302 -0.901 -1.242
C -1.114 1.487 0.644
N -0.283 0.309 1.058
O -0.570 -1.796 1.841
O 1.743 1.467 1.083
O 1.777 -0.781 1.122
S 3.244 -2.391 -0.017
H 1.378 0.178 -1.332
H 0.294 -1.210 -1.219
H 1.738 -1.344 -2.022
H -0.521 2.329 0.216
H -1.837 1.127 -0.156
H -1.653 1.812 1.542
H 0.254 -1.676 2.331
*
```

Summary:
Gap between HOMO and LUMO = 9.126 eV



Order from most stable to least stable according to the calculation: entry b, entry a



Entry a
This record from OMol25 describes a structure of composition C36H32N4O5RuS2. The level of theory is ωB97M-V/def2-TZVPD.

```
! wB97M-V def2-TZVPD RIJCOSX def2/J DEFGRID3
* xyz 1 2
Ru 0.629 -0.852 -0.440
N 2.470 -0.395 3.270
C 1.455 0.160 4.104
C 1.750 1.114 5.062
C 0.720 1.650 5.824
C -0.594 1.268 5.599
C -0.886 0.333 4.614
C 0.147 -0.242 3.891
S -0.139 -1.531 2.720
N 1.030 -1.058 1.555
C 2.164 -0.609 1.952
C 3.139 -0.274 0.881
C 4.457 0.073 1.106
C 5.268 0.373 0.020
C 4.732 0.334 -1.254
C 3.403 -0.016 -1.407
N 2.630 -0.329 -0.368
H 3.382 -0.007 3.446
H 2.773 1.436 5.217
H 0.951 2.381 6.587
H -1.395 1.699 6.183
H -1.909 0.040 4.419
H 4.873 0.103 2.103
H 6.305 0.640 0.175
H 5.323 0.576 -2.125
H 2.925 -0.038 -2.375
C 0.234 -5.644 2.202
C -1.025 -5.280 1.742
C -1.163 -4.282 0.791
C -0.033 -3.629 0.306
C 1.230 -4.012 0.746
C 1.361 -5.016 1.693
N -0.146 -2.552 -0.627
C -1.053 -2.815 -1.708
C -2.263 -2.138 -1.769
C -3.147 -2.394 -2.808
C -2.819 -3.321 -3.787
C -1.608 -4.002 -3.718
C -0.728 -3.757 -2.677
H 0.335 -6.423 2.945
H -1.907 -5.777 2.126
H -2.144 -3.998 0.432
H 2.102 -3.522 0.331
H 2.346 -5.311 2.029
H -2.509 -1.422 -0.992
H -4.097 -1.876 -2.845
H -3.509 -3.526 -4.595
H -1.354 -4.732 -4.475
H 0.214 -4.287 -2.610
O 0.076 0.961 0.213
C 0.401 2.097 -0.340
O 1.204 2.209 -1.267
C -0.301 3.283 0.239
C -0.058 4.534 -0.309
C -0.687 5.680 0.181
C -1.553 5.503 1.232
O -2.277 6.448 1.890
C -3.051 5.753 2.872
O -2.682 4.374 2.821
C -1.795 4.255 1.786
C -1.188 3.123 1.318
H 0.639 4.605 -1.132
H -0.505 6.659 -0.238
H -4.111 5.856 2.633
H -2.822 6.154 3.859
H -1.373 2.150 1.750
O 0.269 -0.599 -2.522
S 0.458 0.579 -3.483
C -0.105 -0.161 -5.048
C -1.343 0.604 -5.511
C -2.081 1.002 -4.238
C -1.022 1.610 -3.329
H -0.341 -1.189 -4.769
H 0.720 -0.155 -5.757
H -1.949 -0.019 -6.168
H -1.054 1.493 -6.075
H -2.508 0.116 -3.764
H -2.888 1.710 -4.426
H -1.271 1.641 -2.270
H -0.720 2.612 -3.642
*
```

Summary:
Gap between HOMO and LUMO (spin up / spin down) = 6.874 / 6.466 eV



Entry b
This record from OMol25 describes a structure of composition C36H32N4O5RuS2. The level of theory is ωB97M-V/def2-TZVPD.

```
! wB97M-V def2-TZVPD RIJCOSX def2/J DEFGRID3
* xyz 1 2
Ru 0.547 0.250 -0.494
N -3.597 0.402 -1.318
C -4.194 -0.616 -0.536
C -5.230 -1.397 -1.023
C -5.758 -2.401 -0.222
C -5.232 -2.644 1.039
C -4.172 -1.879 1.507
C -3.671 -0.848 0.725
S -2.391 0.217 1.296
N -1.541 0.442 -0.185
C -2.234 0.556 -1.265
C -1.491 0.829 -2.522
C -2.082 1.167 -3.727
C -1.270 1.431 -4.821
C 0.103 1.341 -4.677
C 0.622 0.985 -3.443
N -0.159 0.738 -2.393
H -4.011 0.513 -2.229
H -5.629 -1.219 -2.015
H -6.582 -2.996 -0.591
H -5.647 -3.426 1.659
H -3.748 -2.060 2.486
H -3.155 1.249 -3.831
H -1.710 1.707 -5.769
H 0.770 1.540 -5.502
H 1.685 0.885 -3.271
C -1.163 1.301 4.527
C -0.774 2.159 3.512
C 0.021 1.704 2.468
C 0.446 0.378 2.445
C 0.074 -0.479 3.485
C -0.733 -0.023 4.509
N 1.189 -0.112 1.343
C 2.374 -0.793 1.655
C 2.967 -1.647 0.715
C 4.128 -2.338 1.015
C 4.747 -2.176 2.246
C 4.195 -1.299 3.171
C 3.028 -0.615 2.885
H -1.790 1.658 5.334
H -1.094 3.193 3.524
H 0.323 2.368 1.670
H 0.411 -1.509 3.471
H -1.027 -0.699 5.301
H 2.537 -1.731 -0.270
H 4.562 -2.993 0.270
H 5.659 -2.710 2.475
H 4.683 -1.138 4.123
H 2.628 0.080 3.610
O 1.365 2.162 -0.397
C 2.514 1.721 -0.729
O 2.571 0.498 -1.076
C 3.705 2.578 -0.695
C 4.950 2.018 -0.949
C 6.108 2.795 -0.918
C 5.947 4.127 -0.626
O 6.905 5.084 -0.546
C 6.242 6.290 -0.151
O 4.840 6.022 -0.123
C 4.701 4.687 -0.369
C 3.556 3.944 -0.392
H 5.009 0.961 -1.165
H 7.086 2.376 -1.110
H 6.449 7.070 -0.882
H 6.579 6.575 0.847
H 2.583 4.370 -0.193
O -0.163 -1.730 -0.850
S 0.409 -3.139 -0.895
C 0.046 -3.784 0.770
C -1.251 -4.601 0.703
C -2.005 -4.168 -0.555
C -0.938 -4.078 -1.635
H -0.055 -2.868 1.354
H 0.909 -4.341 1.131
H -1.844 -4.449 1.603
H -1.012 -5.664 0.641
H -2.468 -3.190 -0.409
H -2.790 -4.873 -0.826
H -1.223 -3.561 -2.551
H -0.527 -5.059 -1.888
*
```

Summary:
Gap between HOMO and LUMO (spin up / spin down) = 6.639 / 6.247 eV



Order from most stable to least stable according to the calculation: entry b, entry a



Entry a
This record from OMol25 describes a cluster of 4 separate species, C8H24O8 in total. The level of theory is ωB97M-V/def2-TZVPD.

```
! wB97M-V def2-TZVPD RIJCOSX def2/J DEFGRID3
* xyz 0 1
O 1.994 -1.611 -0.853
C 0.835 -0.782 -0.916
C -0.389 -1.457 -0.285
O -0.054 -1.580 1.100
H 2.004 -2.244 -1.581
H 1.110 0.106 -0.345
H 0.687 -0.570 -1.979
H -0.572 -2.352 -0.882
H -1.263 -0.815 -0.381
H 0.842 -1.935 1.150
O -1.733 3.497 1.637
C -1.858 2.372 2.471
C -2.026 1.096 1.685
O -3.331 0.856 1.173
H -1.703 4.308 2.148
H -0.960 2.196 3.077
H -2.704 2.458 3.162
H -1.595 0.185 2.102
H -1.369 1.252 0.807
H -3.419 1.654 0.628
O 1.593 -6.464 0.846
C 1.839 -5.776 -0.348
C 0.846 -4.663 -0.632
O 0.989 -4.012 -1.891
H 0.802 -6.182 1.311
H 2.880 -5.518 -0.545
H 1.645 -6.481 -1.173
H 0.881 -3.895 0.143
H -0.163 -5.078 -0.529
H 0.544 -4.585 -2.525
O 0.124 3.076 -0.747
C 0.879 4.259 -0.518
C 0.042 5.506 -0.812
O -0.492 5.661 -2.116
H 0.686 2.326 -0.532
H 1.113 4.211 0.552
H 1.839 4.305 -1.043
H 0.694 6.368 -0.653
H -0.824 5.497 -0.142
H -0.413 4.809 -2.563
*
```

Summary:
Gap between HOMO and LUMO = 10.414 eV
SMILES string = OCCO.OCCO.OCCO.OCCO



Entry b
This record from OMol25 describes a cluster of 4 separate species, C8H24O8 in total. The level of theory is ωB97M-V/def2-TZVPD.

```
! wB97M-V def2-TZVPD RIJCOSX def2/J DEFGRID3
* xyz 0 1
O -2.236 -1.043 -0.731
C -2.724 -0.403 -1.891
C -2.477 -1.193 -3.152
O -1.106 -1.122 -3.537
H -1.354 -1.377 -0.944
H -3.788 -0.219 -1.734
H -2.274 0.589 -2.057
H -3.080 -0.781 -3.967
H -2.833 -2.214 -2.979
H -1.058 -0.687 -4.386
O -2.426 3.661 -0.785
C -1.930 3.773 -2.105
C -0.417 3.730 -2.230
O 0.123 2.408 -2.105
H -2.287 2.794 -0.388
H -2.380 2.973 -2.700
H -2.190 4.782 -2.421
H 0.052 4.401 -1.500
H -0.128 4.111 -3.218
H 1.062 2.374 -2.296
O -0.813 1.603 0.562
C 0.281 1.222 1.372
C 0.879 -0.099 0.959
O 0.041 -1.221 1.271
H -0.488 2.023 -0.251
H 1.088 1.966 1.402
H -0.109 1.183 2.393
H 1.846 -0.263 1.445
H 1.102 -0.112 -0.118
H -0.879 -0.940 1.137
O 1.383 -2.516 3.332
C 2.569 -3.112 2.892
C 3.466 -3.382 4.093
O 4.766 -3.806 3.679
H 0.946 -2.079 2.571
H 2.445 -4.072 2.364
H 3.103 -2.455 2.185
H 3.003 -4.190 4.669
H 3.523 -2.468 4.690
H 5.297 -3.839 4.479
*
```

Summary:
Gap between HOMO and LUMO = 9.985 eV
SMILES string = OCCO.OCCO.OCCO.OCCO



Order from most stable to least stable according to the calculation: entry b, entry a